Record 1
{
  "formula": "C18H33AlBClF5KLiN3O10S",
  "method": "ωB97M-V/def2-TZVPD",
  "species": ["K", "Cl", "S", "Al", "F", "F", "F", "F", "F", "O", "O", "O", "O", "O", "O", "O", "O", "O", "O", "N", "N", "N", "C", "C", "C", "C", "C", "C", "C", "C", "C", "C", "C", "C", "C", "C", "C", "C", "C", "C", "B", "Li", "H", "H", "H", "H", "H", "H", "H", "H", "H", "H", "H", "H", "H", "H", "H", "H", "H", "H", "H", "H", "H", "H", "H", "H", "H", "H", "H", "H", "H", "H", "H", "H", "H"],
  "coordinates": [[-3.373, -0.639, -2.510], [0.527, -1.214, -3.670], [-2.018, 0.022, -0.210], [-4.846, -2.478, 4.034], [-0.137, 7.259, 0.763], [-1.357, 5.475, -0.219], [-1.010, 5.524, 2.129], [-2.479, 7.088, 1.113], [-0.405, -0.192, -5.832], [-1.150, -1.178, 0.336], [-1.840, -2.604, -5.548], [-0.346, -2.107, 4.291], [4.107, 4.791, -0.649], [-8.856, 0.657, 0.517], [-1.901, 1.256, 0.954], [-3.473, -0.578, -0.338], [-2.334, -4.170, -7.021], [-1.232, -2.506, -7.748], [-9.577, -1.167, 1.520], [7.495, -5.042, -1.793], [-9.494, 0.060, 1.392], [5.167, 3.063, 0.825], [5.541, 1.666, 0.322], [6.638, 1.515, -0.912], [3.990, 3.588, -0.024], [-1.370, -3.026, 4.664], [-1.339, 0.435, -1.902], [5.280, -1.251, 0.364], [6.340, -1.364, -0.883], [1.268, 3.339, -0.458], [0.115, 2.127, -0.488], [-1.766, -3.008, -6.730], [-2.694, -2.575, 4.068], [-10.228, 0.899, 2.377], [-1.183, 2.440, 0.463], [-0.456, 1.811, -1.993], [7.021, -0.001, -1.488], [2.692, 2.593, -0.138], [-0.994, -4.420, 4.189], [4.922, 0.256, 0.924], [-1.246, 6.336, 0.947], [-5.805, -0.169, 0.374], [-2.204, 0.417, -2.698], [-2.946, -1.565, 4.409], [-0.877, -4.444, 3.100], [-1.755, -5.153, 4.475], [4.745, -2.188, 0.859], [0.643, 1.138, -0.079], [-1.940, 3.188, -0.052], [2.865, 1.795, -0.976], [-2.637, -2.534, 2.974], [7.156, -4.557, -2.633], [2.536, 1.999, 0.886], [0.434, 1.691, -2.760], [7.814, -0.129, -2.369], [7.165, 2.462, -1.406], [-10.743, 0.245, 3.085], [5.986, 3.694, 0.666], [-1.179, 2.673, -2.346], [-10.946, 1.507, 1.823], [4.130, 0.379, 1.809], [-0.280, -2.110, 3.321], [-0.604, -0.453, -2.212], [7.823, -5.980, -2.050], [-9.494, 1.521, 2.892], [-2.058, -4.095, -7.958], [8.268, -4.510, -1.379], [-1.437, -3.015, 5.758], [6.582, -2.428, -1.309], [-0.771, 3.026, 1.417], [-0.033, -4.726, 4.616], [6.730, -5.121, -1.112], [1.311, 3.891, -1.516], [-3.505, -3.253, 4.350], [1.028, 4.124, 0.404]],
  "forces_ev_per_a": [[-5.64, -5.19, -4.35], [-0.42, 0.42, -1.50], [2.47, -4.78, 4.25], [-3.23, 1.45, -0.61], [-1.44, -1.50, 0.20], [0.08, 0.19, 0.90], [-0.20, 0.26, -1.22], [1.48, -1.22, -0.24], [0.38, -0.96, 1.47], [-3.03, 4.72, -1.88], [0.34, 0.71, -0.48], [-0.91, 0.01, 0.04], [-0.92, -8.02, 4.30], [0.07, -0.93, 0.78], [-0.63, -2.51, -2.88], [1.65, 2.74, 2.81], [-0.29, -0.68, -0.24], [0.54, 1.59, 1.15], [0.62, 1.94, -0.50], [0.01, -0.07, -0.01], [-0.19, -1.12, -0.01], [-1.19, -1.62, -3.09], [1.75, -3.72, -1.98], [-1.57, -3.47, 1.36], [1.10, 4.91, -2.69], [1.49, -0.35, -0.09], [1.57, 1.93, -1.79], [1.65, 4.01, -1.79], [-1.23, 3.91, 2.03], [-0.02, 0.11, 0.06], [-0.18, -0.28, -0.19], [-0.03, 0.12, 0.49], [0.95, 0.39, -0.19], [-0.35, 0.00, 0.27], [1.86, 3.63, -0.29], [0.02, 0.54, 0.84], [-2.26, 0.01, 2.59], [-0.44, 0.02, 0.43], [-0.15, -0.31, -0.01], [1.50, 0.03, -1.97], [0.05, 1.52, 0.25], [0.25, 0.21, -0.22], [5.76, 3.49, 1.96], [-0.04, 0.39, 0.33], [-0.11, 0.05, 0.06], [0.12, -0.05, -0.03], [1.35, 2.29, -1.23], [-1.16, 1.94, -0.80], [1.60, -1.55, 0.97], [0.04, 1.51, 1.54], [-0.16, -0.19, -0.25], [0.04, -0.05, 0.10], [0.65, 1.37, -2.17], [-2.07, -0.13, 1.48], [-2.00, 0.50, 2.17], [-1.35, -2.30, 1.25], [0.17, 0.07, -0.29], [-1.06, -0.59, 0.08], [1.66, -1.59, 0.77], [0.24, 0.00, 0.06], [2.02, -0.41, -2.15], [0.21, 0.03, 0.23], [-1.28, 1.05, 0.77], [-0.03, 0.13, 0.02], [-0.14, 0.02, -0.23], [-0.60, -1.30, -0.48], [-0.10, -0.03, -0.04], [0.05, 0.20, -0.20], [-0.42, 2.38, 0.77], [-1.24, -1.47, -1.82], [-0.28, 0.17, 0.05], [0.14, 0.04, -0.11], [-0.16, -1.16, 2.53], [2.22, -1.80, 0.72], [0.40, -1.62, -2.08]],
  "lowdin_charge": [1.015, 0.197, 0.851, 1.033, 0.039, 0.019, 0.019, 0.032, -0.325, -0.361, 0.053, 0.000, -0.023, 0.016, -0.257, -0.653, 0.125, 0.115, 0.068, 0.322, -0.428, 0.036, -0.164, 0.020, -0.232, -0.431, -0.378, -0.078, -0.115, -0.114, -0.258, -0.787, -0.183, 0.059, -0.154, -0.133, -0.060, -0.129, -0.027, -0.023, -1.055, 0.834, -0.036, 0.082, 0.096, 0.094, 0.081, 0.147, 0.155, 0.133, 0.113, 0.160, 0.123, 0.142, 0.092, 0.113, 0.107, 0.124, 0.150, 0.117, 0.097, 0.105, -0.046, 0.166, 0.107, 0.126, 0.163, 0.165, 0.021, 0.168, 0.105, 0.160, 0.155, -0.115, 0.147],
  "homo_energy_ev": -12.0,
  "homo_lumo_gap_ha": 0.15099,
  "total_charge": 2,
  "energy_ev": -104857.302
}

=====

Record 2
{
  "formula": "C18H33BINO10P",
  "method": "ωB97M-V/def2-TZVPD",
  "species": ["I", "P", "O", "O", "O", "O", "O", "O", "O", "O", "O", "O", "N", "C", "C", "C", "C", "C", "C", "C", "C", "C", "C", "C", "C", "C", "C", "C", "C", "C", "C", "B", "H", "H", "H", "H", "H", "H", "H", "H", "H", "H", "H", "H", "H", "H", "H", "H", "H", "H", "H", "H", "H", "H", "H", "H", "H", "H", "H", "H", "H", "H", "H", "H", "H"],
  "coordinates": [[0.364, -2.331, 1.781], [-0.451, -2.445, -0.588], [0.436, -3.756, -1.320], [1.403, 1.772, -3.781], [-3.041, -1.470, -0.557], [-1.288, 2.325, -2.422], [-1.011, -0.792, 4.459], [0.239, 1.095, 4.103], [-4.023, -1.988, 1.447], [-3.354, 0.129, 1.053], [-0.206, 2.994, -0.238], [0.520, -0.081, 6.006], [1.811, 0.503, -3.625], [-0.162, 0.002, 4.823], [-5.224, -1.733, 3.534], [-3.436, -1.140, 0.548], [-0.746, 0.387, -0.487], [0.006, 0.129, -5.366], [2.049, 2.696, 4.254], [1.452, -1.943, -4.615], [1.693, -0.685, -1.238], [0.791, -0.520, -4.037], [1.569, 0.868, 5.927], [0.065, -0.735, -1.375], [3.896, -0.598, -2.685], [-4.139, 0.138, 2.232], [2.489, 0.230, -2.318], [3.030, 1.602, -1.528], [-4.053, -1.289, 2.681], [0.999, 1.893, 4.995], [-0.390, -0.834, -2.946], [-0.757, 1.903, -1.111], [-5.155, 0.454, 1.968], [-0.754, -1.949, -3.170], [1.965, -0.278, -0.149], [2.195, 2.405, -1.377], [3.547, 1.261, -0.514], [-1.861, 0.057, -0.291], [-0.575, -0.783, -5.858], [-6.174, -1.596, 3.008], [3.688, -1.730, -2.955], [1.871, -2.631, -3.766], [1.573, 3.369, 3.533], [0.440, 3.565, -0.762], [-3.110, -1.491, 3.204], [4.537, -0.067, -3.508], [-0.786, 3.108, -2.800], [-0.218, 0.431, 0.570], [2.227, -1.730, -5.488], [0.744, 0.527, -6.182], [0.308, 2.569, 5.513], [0.569, -3.594, -2.302], [2.649, 3.293, 4.947], [-5.258, -1.175, 4.475], [2.717, 2.044, 3.680], [-0.773, 0.959, -5.024], [-5.144, -2.801, 3.762], [0.551, -2.519, -5.135], [-3.727, 0.833, 2.969], [1.796, 1.280, 6.914], [4.514, -0.630, -1.666], [3.855, 2.058, -2.229], [2.460, 0.365, 5.534], [-1.334, -0.158, -3.222], [2.130, -1.771, -1.287]],
  "forces_ev_per_a": [[0.32, 0.00, -0.52], [-0.48, -0.91, -0.91], [0.12, 2.09, -0.82], [0.99, -2.48, 0.15], [-1.54, 0.72, 2.11], [2.09, -0.29, 1.97], [1.65, 1.69, 0.87], [-0.63, -1.13, 0.44], [0.64, 0.59, -1.34], [-0.07, -0.86, -0.62], [0.62, -1.35, -2.67], [-0.75, -0.26, -0.80], [-2.07, 1.68, 1.64], [-1.46, -1.35, -0.73], [-0.17, -0.41, -0.15], [0.01, -1.01, -1.42], [0.10, -0.10, 0.49], [-0.44, -0.80, 0.17], [-0.12, 0.09, -0.46], [-0.82, 0.31, -0.35], [-0.09, 0.34, 0.46], [-1.42, -0.71, -2.67], [0.53, 0.20, 0.70], [0.88, -0.17, -0.07], [-0.01, -0.24, 1.21], [-0.04, 0.68, 0.70], [2.95, -0.37, 1.51], [0.33, -0.39, -1.16], [-0.55, -0.20, 1.44], [0.96, 1.09, -0.22], [-0.54, -0.49, -0.33], [0.38, 2.20, -0.41], [0.00, -0.16, 0.09], [0.72, 2.26, 0.37], [-0.67, -0.92, -2.43], [1.63, -1.75, -0.13], [-1.31, 0.76, -2.21], [2.92, 0.76, -0.92], [1.03, 2.01, 1.07], [0.15, 0.11, 0.01], [0.39, 2.46, 0.33], [-0.52, 1.38, -1.68], [0.06, -0.04, 0.19], [-1.59, -0.90, 0.99], [-0.04, 0.18, -0.09], [-1.36, -1.00, 1.54], [-1.00, -1.35, 0.89], [-1.08, 0.02, -2.12], [-1.40, -0.44, 2.16], [-1.31, -0.62, 1.77], [0.06, -0.11, 0.07], [-0.19, -0.16, 1.63], [-0.14, -0.10, -0.03], [0.10, -0.06, -0.14], [-0.10, -0.02, 0.19], [1.90, -1.79, -0.84], [0.07, 0.21, 0.06], [1.90, 1.19, 1.25], [0.09, -0.08, -0.27], [-0.15, -0.21, -0.09], [-1.18, 0.08, -2.25], [-1.60, -0.66, 1.46], [-0.05, 0.19, -0.10], [2.21, -1.35, 1.01], [-0.92, 1.93, -0.01]],
  "nbo_charge": [-0.185, 1.027, -1.014, -0.376, -0.584, -0.933, -0.594, -0.482, -0.477, -0.496, -0.948, -0.484, -0.050, 0.973, -0.624, 0.979, -0.865, -0.624, -0.628, -0.649, -0.474, 0.122, -0.096, -0.330, -0.636, -0.089, 0.115, -0.618, 0.044, 0.061, -0.463, 1.215, 0.181, 0.211, 0.251, 0.220, 0.219, 0.299, 0.204, 0.213, 0.217, 0.205, 0.235, 0.483, 0.218, 0.228, 0.500, 0.258, 0.238, 0.230, 0.182, 0.488, 0.221, 0.222, 0.221, 0.244, 0.231, 0.225, 0.211, 0.205, 0.216, 0.222, 0.187, 0.272, 0.224],
  "homo_energy_ev": [-7.7, -7.7],
  "homo_lumo_gap_ha": [0.29640, 0.28005],
  "total_charge": 0,
  "s_squared": 0.7547,
  "energy_ev": -59229.106,
  "multiplicity": 2
}

=====

Record 3
{
  "formula": "C18H33BrN6",
  "method": "ωB97M-V/def2-TZVPD",
  "species": ["Br", "N", "N", "N", "N", "N", "N", "C", "C", "C", "C", "C", "C", "C", "C", "C", "C", "C", "C", "C", "C", "C", "C", "C", "C", "H", "H", "H", "H", "H", "H", "H", "H", "H", "H", "H", "H", "H", "H", "H", "H", "H", "H", "H", "H", "H", "H", "H", "H", "H", "H", "H", "H", "H", "H", "H", "H", "H"],
  "coordinates": [[0.117, -0.757, 0.446], [0.270, 2.139, -1.312], [-0.916, 2.561, -3.187], [-0.004, -4.965, -0.069], [1.448, 1.260, 2.595], [3.608, 1.072, 3.040], [-1.906, -3.745, -0.093], [-0.520, -3.664, -0.077], [1.301, 2.346, -0.334], [-2.283, -5.044, -0.027], [-3.907, -2.699, -1.297], [0.038, 3.072, -2.316], [2.981, 0.017, 3.706], [0.138, 1.740, 2.239], [-1.339, 1.386, -2.582], [-1.589, 4.580, -4.296], [5.025, 1.197, 2.844], [1.371, -5.424, -0.190], [-0.669, 1.113, -1.409], [1.633, 0.258, 3.551], [-2.855, -2.590, -0.126], [-0.653, 2.403, 3.313], [2.660, 1.845, 2.403], [-1.104, -5.788, -0.051], [-1.316, 3.048, -4.424], [0.804, -0.363, 3.857], [0.041, -2.744, -0.015], [-3.304, -2.884, -2.186], [-0.962, -6.856, -0.134], [1.345, -6.498, -0.374], [-0.815, 1.700, 4.130], [-2.075, 0.711, -2.992], [1.834, -4.849, -0.992], [1.985, -5.319, 0.705], [-2.095, 2.435, -4.876], [-2.182, 4.804, -3.410], [-3.352, -5.197, 0.014], [1.144, 1.730, 0.552], [2.289, 2.109, -0.728], [-0.466, 2.911, -5.092], [5.508, 1.951, 3.466], [-2.334, -1.642, -0.260], [5.412, 0.281, 3.288], [5.286, 1.416, 1.808], [0.233, 2.263, 1.287], [-0.789, 5.308, -4.436], [-0.584, 0.283, -0.723], [-4.502, -1.800, -1.462], [3.544, -0.829, 4.071], [-0.102, 3.239, 3.744], [0.572, 3.988, -2.522], [1.257, 3.397, -0.047], [-0.406, 0.881, 1.845], [-4.538, -3.584, -1.214], [-2.145, 4.849, -5.194], [2.864, 2.695, 1.768], [-1.625, 2.735, 2.947], [-3.376, -2.484, 0.826]],
  "forces_ev_per_a": [[1.93, -2.22, 2.41], [-1.68, 1.90, -2.19], [2.02, -2.00, 5.69], [-3.16, 2.55, 0.23], [2.11, 0.56, 2.75], [-2.33, 0.99, -1.24], [2.74, 1.42, 0.36], [-1.02, -2.66, -0.29], [1.06, 0.08, -0.12], [1.37, -0.52, -0.28], [1.57, -0.92, 0.28], [-0.82, -2.35, -0.88], [-1.02, 1.78, -0.87], [-1.66, 0.00, -0.97], [-0.15, -0.78, 0.48], [-1.06, -0.39, -1.41], [1.11, -0.09, 0.88], [0.42, 0.08, -0.07], [0.29, 3.06, -3.23], [0.58, -1.28, -1.21], [-1.25, 0.50, -0.70], [0.40, 0.36, 0.94], [0.19, -2.26, 0.88], [-1.22, -0.46, -0.01], [0.81, 2.50, -2.02], [0.06, 0.16, -0.03], [0.02, -0.31, -0.24], [-0.12, 0.19, -0.30], [-0.20, 0.08, 0.21], [-0.01, 0.21, -0.42], [-0.18, -0.01, 0.04], [-0.09, 0.45, -0.35], [0.10, -0.41, -0.05], [-0.44, 0.39, 0.22], [-0.36, 0.34, 0.55], [0.02, 0.04, -0.12], [0.29, -0.87, -0.06], [0.74, -0.14, -1.99], [-0.05, 0.05, -0.29], [0.03, 0.04, -0.26], [-0.52, 0.41, 0.05], [0.48, -0.51, 0.04], [0.48, -0.15, -0.85], [-0.02, -0.55, 0.10], [-0.83, 0.92, 1.92], [0.74, -0.66, 0.66], [-1.03, 0.54, -0.86], [0.11, -0.08, 0.40], [-0.17, 0.30, 0.41], [-0.19, 0.24, -0.03], [0.09, -0.13, 0.28], [0.24, 0.04, 0.12], [0.06, -0.09, 0.74], [-0.23, 0.23, 0.23], [-0.63, -0.04, 0.17], [0.07, -0.08, 0.22], [0.15, -0.01, -0.04], [0.19, -0.44, 0.15]],
  "nbo_charge": [-0.679, -0.299, -0.276, -0.296, -0.283, -0.287, -0.290, 0.220, -0.450, -0.052, -0.619, 0.222, -0.025, -0.286, -0.048, -0.647, -0.420, -0.408, -0.060, -0.020, -0.223, -0.615, 0.246, -0.025, -0.228, 0.259, 0.260, 0.213, 0.246, 0.239, 0.220, 0.239, 0.234, 0.234, 0.243, 0.225, 0.256, 0.254, 0.230, 0.227, 0.242, 0.241, 0.236, 0.234, 0.222, 0.238, 0.228, 0.240, 0.261, 0.219, 0.246, 0.214, 0.270, 0.220, 0.249, 0.243, 0.244, 0.222],
  "homo_energy_ev": -13.6,
  "homo_lumo_gap_ha": 0.32563,
  "e_above_lowest_kcal_mol": 99.2,
  "total_charge": 2,
  "energy_ev": -98167.683
}